Entry from the Open Molecules 2025 dataset: a cluster of 4 separate species, C30H64BN5O5 in total (the ωB97M-V functional and the def2-TZVPD basis).

- HOMO energy (spin up / spin down): -2.340 / -2.340 eV
- Multiplicity: 4
- Total charge: -1
- Energy: -1856.19566 Ha
- Kohn-Sham gap (spin up / spin down): 3.9 / 3.6 eV

Last column: Mulliken charge in e.
Cartesian coordinates (Å):
C -9.441 4.107 5.216  -1.031
C -9.655 3.976 3.703  -0.412
N -8.390 3.749 3.008  -0.259
N -7.948 4.944 2.303  -0.431
B -7.015 5.692 2.974  0.384
O -6.630 6.972 2.425  -0.646
O -6.387 5.331 4.200  -0.562
C -5.017 5.611 4.318  -0.525
H -9.008 5.086 5.431  0.147
H -8.711 3.361 5.528  0.264
H -10.376 4.005 5.773  0.419
H -10.352 3.153 3.502  0.394
H -10.066 4.916 3.314  0.293
H -8.570 3.042 2.308  0.170
H -7.357 7.561 2.547  0.208
H -4.630 5.049 5.173  0.282
H -4.449 5.304 3.437  0.099
H -4.830 6.678 4.495  0.224
C -3.396 6.428 -1.175  -1.937
C -2.688 6.606 0.185  2.149
C -1.635 7.713 0.097  -1.328
C -0.385 7.318 -0.691  -0.563
C 0.206 6.011 -0.164  -1.300
C -0.812 4.872 -0.101  1.917
N -2.034 5.332 0.628  0.459
O -1.861 5.294 1.901  -0.626
C -1.151 4.381 -1.517  -1.811
C -0.219 3.680 0.635  -2.162
C -3.768 6.988 1.188  -2.206
H -2.762 6.670 -2.029  0.352
H -3.764 5.410 -1.294  0.333
H -4.260 7.089 -1.223  0.483
H -1.338 7.996 1.112  0.431
H -2.102 8.593 -0.351  0.349
H -0.615 7.230 -1.756  0.298
H 0.362 8.112 -0.607  0.401
H 1.045 5.693 -0.789  0.383
H 0.607 6.182 0.840  0.416
H -1.972 3.665 -1.486  0.410
H -0.279 3.877 -1.936  0.403
H -1.418 5.178 -2.206  0.339
H 0.148 3.951 1.623  0.450
H 0.617 3.279 0.061  0.437
H -0.958 2.887 0.752  0.504
H -4.511 6.201 1.290  0.529
H -4.286 7.880 0.839  0.462
H -3.361 7.205 2.172  0.401
C 2.132 -2.018 2.414  -1.838
C 1.383 -1.496 1.170  2.087
C 1.359 -2.562 0.074  -1.633
C 2.705 -2.763 -0.621  0.527
C 3.262 -1.434 -1.128  -1.626
C 3.338 -0.357 -0.045  1.883
N 2.014 -0.243 0.641  0.488
O 1.184 0.453 -0.049  -0.588
C 4.464 -0.679 0.950  -1.788
C 3.678 0.989 -0.670  -1.991
C -0.040 -1.173 1.604  -1.990
H 2.916 -2.734 2.175  0.299
H 2.575 -1.197 2.977  0.342
H 1.433 -2.527 3.076  0.489
H 0.615 -2.280 -0.678  0.393
H 1.016 -3.502 0.513  0.388
H 3.419 -3.248 0.051  0.274
H 2.573 -3.444 -1.465  -0.163
H 4.261 -1.577 -1.549  0.414
H 2.629 -1.073 -1.945  0.324
H 4.436 0.009 1.795  0.371
H 5.425 -0.559 0.450  0.453
H 4.434 -1.695 1.333  0.307
H 2.984 1.256 -1.463  0.365
H 4.681 0.938 -1.094  0.447
H 3.660 1.781 0.080  0.449
H -0.051 -0.379 2.352  0.456
H -0.482 -2.068 2.043  0.474
H -0.663 -0.862 0.769  0.357
C 2.243 -7.399 -3.962  -1.951
C 2.857 -7.049 -2.588  1.947
C 3.940 -5.983 -2.751  -1.007
C 5.224 -6.504 -3.395  -0.746
C 5.741 -7.735 -2.649  -1.288
C 4.692 -8.838 -2.498  1.638
N 3.433 -8.260 -1.928  0.496
O 3.506 -8.121 -0.652  -0.622
C 4.437 -9.520 -3.851  -1.691
C 5.200 -9.919 -1.554  -1.838
C 1.719 -6.502 -1.739  -1.975
H 2.945 -7.292 -4.787  0.307
H 1.857 -8.418 -3.971  0.342
H 1.409 -6.733 -4.174  0.516
H 4.186 -5.561 -1.771  0.297
H 3.531 -5.164 -3.347  0.397
H 5.062 -6.734 -4.451  0.350
H 5.983 -5.721 -3.368  0.397
H 6.611 -8.153 -3.161  0.412
H 6.079 -7.430 -1.653  0.381
H 3.598 -10.213 -3.781  0.355
H 5.322 -10.091 -4.132  0.449
H 4.241 -8.826 -4.663  0.297
H 5.503 -9.510 -0.593  0.377
H 6.065 -10.403 -2.007  0.421
H 4.433 -10.674 -1.378  0.445
H 0.946 -7.256 -1.585  0.481
H 1.268 -5.657 -2.259  0.484
H 2.051 -6.150 -0.764  0.375

Cartesian forces (eV/Å) of the 3 atoms listed first:
C 0.117 0.269 -0.302
C 0.380 0.167 0.186
N 0.009 -0.142 -0.058